1 | The following is a DFT calculation (wB97M-V/def2-TZVPD) of an isolated molecule of C3H3NO2.

Properties
orbital gap = 9.3 eV
multiplicity = 1
SMILES string = Oc1cocn1

Last column: Löwdin charge in e.
Element x y z (Å)
O -1.9863 -0.2178 0.2170  0.066
C -0.6627 -0.1499 -0.0366  -0.395
C 0.1595 0.9758 -0.0418  -0.102
O 1.4221 0.6155 0.0546  -0.021
C 1.3414 -0.9552 0.1399  -0.030
N 0.1135 -1.2536 0.0345  0.124
H -2.4635 0.4854 -0.2378  0.112
H -0.1244 2.0116 0.0564  0.128
H 2.2005 -1.5118 -0.1862  0.118

2 | The following is a DFT calculation (wB97M-V/def2-TZVPD) of an isolated molecule of C3H3NO2.

Properties
orbital gap = 11.0 eV
multiplicity = 1
SMILES string = Oc1ccon1

Last column: Löwdin charge in e.
Element x y z (Å)
O -1.8332 -0.9524 0.2876  0.065
C -0.6711 -0.2691 0.4316  -0.438
C 0.4832 -0.5415 -0.3458  0.011
C 1.2101 0.5777 -0.1590  -0.109
O 0.5760 1.4251 0.6628  -0.034
N -0.6352 0.8869 1.0327  0.139
H -2.0459 -0.5509 -0.5693  0.122
H 0.7295 -1.4619 -0.8517  0.117
H 2.1867 0.8860 -0.4889  0.127

1 has the most favorable energy; the next structure is 43.3 kJ/mol above.

1 | The following is a DFT calculation (wB97M-V/def2-TZVPD) of an isolated molecule of C3H3NO2.

Properties
orbital gap = 9.8 eV
multiplicity = 1
SMILES string = O=c1[nH]cco1

Last column: Löwdin charge in e.
Element x y z (Å)
O 2.4551 -0.2556 -0.0060  0.126
C 1.2724 -0.1547 -0.0333  -0.486
N 0.3584 0.8903 0.0455  0.085
C -1.0177 0.4366 -0.1096  -0.053
C -0.8902 -0.8912 -0.0027  -0.148
O 0.3865 -1.3075 -0.0254  0.052
H 0.8453 1.8114 -0.1578  0.185
H -1.7844 1.1457 0.2068  0.114
H -1.6254 -1.6750 0.0826  0.124

2 | The following is a DFT calculation (wB97M-V/def2-TZVPD) of an isolated molecule of C3H3NO2.

Properties
orbital gap = 12.1 eV
multiplicity = 1
SMILES string = N#CCOC=O

Last column: Löwdin charge in e.
Element x y z (Å)
N 1.7941 -1.6859 0.8350  0.166
C 1.3122 -0.7944 0.2799  -0.176
C 0.7214 0.3391 -0.4534  -0.158
O -0.6406 0.1253 -0.8103  -0.024
C -1.5141 0.1036 0.2178  -0.329
O -1.2184 0.1955 1.3749  0.098
H 1.2453 0.4658 -1.4014  0.135
H 0.8311 1.2485 0.1447  0.137
H -2.5310 0.0026 -0.1871  0.151

1 has the most favorable energy; the next structure is 16.5 kJ/mol above.

1 | The following is a DFT calculation (wB97M-V/def2-TZVPD) of a structure of composition C3H3NO2.

Properties
orbital gap = 9.1 eV
multiplicity = 1

Last column: Löwdin charge in e.
Element x y z (Å)
O 1.9379 -0.1078 0.3067  0.025
C 0.7228 -0.0610 -0.2532  -0.249
C 0.0013 1.1094 -0.2680  -0.208
O -1.2650 1.0137 -0.0179  -0.086
C -1.4535 -0.8612 0.2564  0.018
N -0.3361 -1.3386 0.2329  0.128
H 2.4542 -0.8348 -0.0481  0.106
H 0.4668 2.0903 -0.5458  0.153
H -2.5284 -1.0100 0.3370  0.114

2 | The following is a DFT calculation (wB97M-V/def2-TZVPD) of an isolated molecule of C3H3NO2.

Properties
orbital gap = 11.1 eV
multiplicity = 1
SMILES string = CC(=O)N=C=O

Last column: Löwdin charge in e.
Element x y z (Å)
C 1.3931 -0.0838 -0.1116  -0.003
C 0.2417 0.7888 0.1105  -0.386
O 0.0897 1.9001 0.4176  0.179
N -1.0179 -0.2598 0.0062  0.172
C -2.2034 -0.4076 0.0403  -0.375
O -3.2812 -0.8244 -0.0827  0.148
H 1.0469 -0.9703 -0.7148  0.115
H 1.5807 -0.5410 0.8615  0.113
H 2.1503 0.3980 -0.5270  0.038

2 has the most favorable energy; the next structure is 288.0 kJ/mol above.

1 | The following is a DFT calculation (wB97M-V/def2-TZVPD) of a cluster of 3 separate species, C4H14NO2S in total.

Properties
total charge = -1
orbital gap = 6.4 eV
multiplicity = 1

Last column: Löwdin charge in e.
Element x y z (Å)
C 1.9451 0.0677 0.4706  -0.310
N 0.5749 0.4588 0.2293  -0.108
C 0.1826 0.6287 -1.1871  -0.324
C -1.1715 1.3740 -1.2909  -0.725
S -2.4271 0.5227 -2.3265  0.137
C 2.1953 -1.4421 0.3289  -0.097
H 2.2362 0.4517 1.4547  0.095
H 2.5709 0.5894 -0.2504  0.095
H -0.0972 -0.1852 0.6290  0.090
H 0.9645 1.2097 -1.6782  0.099
H 0.0625 -0.3624 -1.6311  0.052
H -1.5972 1.4239 -0.2865  0.014
H -0.9476 2.3673 -1.6766  0.024
H 1.8716 -1.9634 1.2291  0.063
H 3.2602 -1.6513 0.1703  0.060
H 1.6329 -1.7873 -0.5308  0.059
H -2.0714 2.1138 3.1294  0.031
H -1.6482 0.8144 2.5311  0.021
O -1.7379 1.2476 3.3891  -0.070
H -1.3500 -1.8931 -1.3831  -0.036
H -2.5992 -1.6798 -0.6585  -0.021
O -1.8492 -2.3052 -0.6618  -0.149

2 | The following is a DFT calculation (wB97M-V/def2-TZVPD) of a cluster of 3 separate species, C4H14NO2S in total.

Properties
total charge = -1
orbital gap = 6.6 eV
multiplicity = 1

Last column: Löwdin charge in e.
Element x y z (Å)
C 0.4221 -0.7721 2.1633  -0.317
N 0.7181 -1.7734 1.1594  -0.068
C -0.1403 -1.5852 -0.0432  -0.331
C 0.3895 -0.6801 -1.1660  -0.766
S -0.9361 -0.2155 -2.3340  0.184
C 1.5772 0.1689 2.4451  -0.097
H 0.1025 -1.2152 3.1512  0.099
H -0.5579 -0.3128 2.0238  0.099
H 1.6664 -1.6434 0.8704  0.073
H -0.4111 -2.5322 -0.5171  0.090
H -1.1048 -1.1757 0.2404  0.059
H 1.0091 0.1894 -0.9016  0.002
H 1.2106 -1.2548 -1.6199  0.040
H 2.5734 -0.2740 2.4374  0.069
H 1.4685 0.8760 3.2746  0.071
H 1.6484 0.9270 1.6506  0.042
H 1.4447 1.7058 -0.1868  -0.015
H 1.2148 3.1952 -0.9538  0.045
O 1.4626 2.6745 -0.1761  -0.087
H -2.7263 1.2909 -0.7663  -0.030
H -1.6925 0.8707 0.1098  -0.061
O -2.4989 1.3532 0.1535  -0.103

1 has the most favorable energy; the next structure is 69.5 kJ/mol above.